C20H22N2O2S in the gas phase at a distorted geometry. Source: OMol25; level of theory: ωB97M-V/def2-TZVPD.

Output
Energy relative to the best compared isomer or geometry (same formula, charge and spin) (eV): 2.7481
Frontier orbital gap (eV): 8.3
Energy (hartree): -1433.4645
Charge: 0

```
47
C20H22N2O2S, DFT ωB97M-V/def2-TZVPD
C 1.835 5.306 -3.080
O 1.350 4.003 -3.387
C 0.718 3.299 -2.372
C 0.991 3.452 -1.024
C 0.277 2.741 -0.051
C -0.759 1.857 -0.419
C -1.541 1.218 0.557
C -2.521 0.292 0.145
C -3.361 -0.554 1.102
C -4.115 0.322 2.111
C -2.402 -1.491 1.790
N -2.058 -1.415 3.042
N -1.157 -2.395 3.251
C -0.960 -2.965 2.111
S 0.252 -4.206 1.911
C 1.292 -3.320 0.702
C 2.522 -4.156 0.346
C 3.632 -3.117 0.170
C 3.338 -2.066 1.205
C 1.810 -1.960 1.190
O -1.728 -2.437 1.132
C -2.663 0.075 -1.240
C -1.955 0.782 -2.200
C -0.985 1.667 -1.810
C -0.241 2.405 -2.749
H 1.123 5.902 -2.484
H 2.139 5.839 -4.001
H 2.699 5.189 -2.442
H 1.763 4.133 -0.743
H 0.546 2.956 0.986
H -1.346 1.476 1.606
H -4.059 -1.170 0.525
H -3.430 0.872 2.766
H -4.790 -0.260 2.736
H -4.722 1.030 1.573
H 0.718 -3.165 -0.222
H 2.399 -4.763 -0.544
H 2.773 -4.860 1.163
H 3.527 -2.655 -0.827
H 4.639 -3.515 0.296
H 3.829 -1.134 0.940
H 3.671 -2.384 2.189
H 1.451 -1.195 0.482
H 1.475 -1.738 2.191
H -3.369 -0.657 -1.604
H -2.167 0.530 -3.223
H -0.436 2.235 -3.792
```

A molecular structure, C20H22N2O3W. Source: OMol25; level of theory: ωB97M-V/def2-TZVPD.

Output
Energy relative to the best compared isomer or geometry (same formula, charge and spin) (eV): 1.3964
Frontier orbital gap (eV): 5.8
Energy (hartree): -1175.9294
Charge: +4

```
48
C20H22N2O3W, DFT ωB97M-V/def2-TZVPD
W 0.432 0.407 0.264
O -0.896 -0.160 -0.885
C -2.250 -0.344 -1.016
C -2.848 -0.889 -2.105
C -4.264 -0.984 -2.070
C -5.028 -0.534 -0.991
C -4.412 0.043 0.094
C -2.983 0.166 0.117
C -2.381 0.919 1.101
N -1.050 1.243 1.236
C -0.769 2.635 1.737
C -0.429 3.375 0.444
N 0.557 2.453 -0.202
C 1.682 2.866 -0.675
C 2.732 1.878 -0.785
C 3.732 1.938 -1.744
C 4.735 0.969 -1.763
C 4.748 -0.083 -0.834
C 3.774 -0.172 0.138
C 2.755 0.805 0.193
O 1.941 0.810 1.343
H -2.292 -1.223 -2.971
H -4.767 -1.424 -2.925
H -6.106 -0.634 -1.018
H -4.995 0.400 0.936
H -3.023 1.398 1.839
H 0.064 2.609 2.440
H -1.647 3.042 2.239
H 0.027 4.350 0.616
H -1.296 3.485 -0.210
H 1.878 3.924 -0.854
H 3.729 2.726 -2.489
H 5.526 1.038 -2.502
H 5.556 -0.803 -0.856
H 3.832 -0.915 0.923
C 0.054 -3.127 1.809
C -0.477 -3.346 0.394
C 0.612 -2.804 -0.485
O 1.074 -1.545 0.310
C 0.774 -1.791 1.747
H 0.798 -3.884 2.068
H -0.714 -3.149 2.580
H -1.422 -2.821 0.225
H -0.648 -4.403 0.186
H 0.346 -2.431 -1.470
H 1.515 -3.409 -0.520
H 0.120 -0.924 2.087
H 1.703 -1.680 2.306
```

A molecular structure, C20H22N2O4PdS2Sb2Se at a distorted geometry. Source: OMol25; level of theory: ωB97M-V/def2-TZVPD.

Output
Energy relative to the best compared isomer or geometry (same formula, charge and spin) (eV): 1.3718
Frontier orbital gap (eV): 6.5
Energy (hartree): -4991.9598
Charge: -2

```
54
C20H22N2O4PdS2Sb2Se, DFT ωB97M-V/def2-TZVPD
Pd -0.298 0.948 0.241
C 0.694 0.723 4.388
Sb -0.516 0.074 2.753
C -2.433 0.454 3.584
C -0.311 -2.100 3.340
C -1.583 -2.841 3.570
C -2.209 -2.699 4.814
C -3.422 -3.293 5.114
C -4.051 -4.070 4.153
C -3.427 -4.258 2.930
C -2.197 -3.677 2.613
C -1.585 -4.000 1.282
Sb -1.253 -2.336 -0.122
C -3.266 -1.599 0.105
C -1.744 -3.550 -1.849
H 0.446 0.149 5.282
H 0.480 1.780 4.521
H 1.749 0.598 4.149
H -2.519 0.037 4.586
H -3.203 0.039 2.937
H -2.540 1.538 3.605
H 0.242 -2.021 4.277
H 0.338 -2.572 2.603
H -1.717 -2.090 5.565
H -3.873 -3.143 6.087
H -5.011 -4.531 4.352
H -3.906 -4.880 2.181
H -2.223 -4.723 0.769
H -0.606 -4.469 1.421
H -3.907 -2.077 -0.638
H -3.299 -0.518 -0.019
H -3.629 -1.854 1.102
H -2.604 -4.188 -1.635
H -0.896 -4.165 -2.152
H -1.992 -2.874 -2.669
S -0.203 0.521 -2.186
C 1.172 1.616 -2.208
C 1.336 2.559 -3.216
C 2.427 3.425 -3.231
C 2.569 4.360 -4.311
N 2.695 5.088 -5.193
C 3.378 3.360 -2.210
C 3.215 2.424 -1.187
C 2.146 1.548 -1.175
S 1.894 0.345 0.089
C 4.524 4.220 -2.203
N 5.465 4.884 -2.187
H 0.593 2.625 -3.999
H 3.938 2.391 -0.382
O -2.744 4.003 2.179
Se -1.538 3.239 1.421
O -0.429 2.649 2.502
O -2.158 1.793 0.738
O -0.806 4.076 0.246
```

A molecular structure, C20H22N2O4S at a distorted geometry. Source: OMol25; level of theory: ωB97M-V/def2-TZVPD.

Output
Energy relative to the best compared isomer or geometry (same formula, charge and spin) (eV): 21.8943
Frontier orbital gap (eV): 7.0
Energy (hartree): -1583.2713
Charge: 0

```
49
C20H22N2O4S, DFT ωB97M-V/def2-TZVPD
C 0.840 -2.561 -1.038
C -0.406 -3.105 -0.164
H -1.231 -3.179 -0.712
H -0.169 -4.062 0.213
O -0.727 -2.251 0.618
C 0.120 -2.014 1.750
O 1.018 -2.632 1.893
C -0.230 -1.169 2.826
H 0.646 -0.926 3.456
C -0.859 0.232 2.241
N -2.059 0.321 2.263
C -2.835 0.020 1.029
O -4.331 -0.192 1.007
C -2.300 0.069 -0.182
C -2.926 -0.705 -1.367
S -2.040 -0.307 -2.779
C -1.006 0.522 -1.885
N -1.214 0.729 -0.619
C 0.398 0.913 -2.290
C 0.678 0.904 -3.721
C 1.867 1.197 -4.398
C 2.790 2.173 -3.516
C 2.484 2.273 -2.101
C 1.283 1.925 -1.584
H 1.217 1.696 -0.538
C 3.510 2.972 -1.533
H 3.881 2.466 -0.900
H 3.307 3.937 -1.101
C 4.460 3.308 -2.873
H 4.548 4.276 -3.079
H 5.543 2.671 -2.595
O 3.896 2.411 -4.010
H 2.052 1.098 -5.322
H -0.118 0.203 -4.469
H -3.918 -1.103 -1.367
C -2.782 0.296 3.635
H -2.940 1.131 3.813
C -2.202 -0.365 4.549
C -1.367 -1.684 3.724
H -0.838 -2.305 4.413
H -2.261 -2.108 3.099
H -2.779 -0.773 5.183
H -1.408 0.041 4.945
H -4.000 -0.068 3.179
H -0.367 1.067 2.830
H -0.525 0.337 1.318
H 1.644 -2.613 -0.480
H 0.544 -1.643 -1.496
H 1.113 -3.424 -1.865
```

A molecular structure, C20H22N2O8SZn at a distorted geometry. Source: OMol25; level of theory: ωB97M-V/def2-TZVPD.

Output
Energy relative to the best compared isomer or geometry (same formula, charge and spin) (eV): 0.0000
Frontier orbital gap (eV): 8.2
Energy (hartree): -3664.1261
Charge: 0

```
54
C20H22N2O8SZn, DFT ωB97M-V/def2-TZVPD
Zn 8.586 9.647 10.695
C 8.934 12.696 10.599
C 7.968 11.701 10.000
C 8.049 11.348 8.639
C 6.999 10.672 8.008
C 7.024 10.406 6.537
C 5.880 10.295 8.762
C 5.771 10.617 10.112
C 4.564 10.204 10.906
C 6.789 11.369 10.711
H 8.621 13.735 10.415
H 9.939 12.592 10.176
H 8.994 12.569 11.685
H 8.911 11.635 8.042
H 6.622 11.254 5.968
H 6.421 9.530 6.291
H 8.046 10.223 6.180
H 5.084 9.740 8.272
H 3.746 10.917 10.753
H 4.798 10.196 11.969
H 4.210 9.210 10.612
H 6.681 11.660 11.752
O 10.503 6.756 11.879
C 10.172 7.943 12.027
O 10.223 8.832 11.074
C 9.710 8.437 13.380
C 10.292 7.923 14.551
C 9.901 8.466 15.757
C 9.002 9.519 15.876
C 8.443 9.988 14.702
C 8.695 9.413 13.441
O 7.938 9.715 12.430
N 7.613 11.155 14.774
O 7.451 11.859 13.733
O 7.109 11.453 15.884
N 10.472 7.936 16.952
O 10.155 8.438 18.061
O 11.282 6.975 16.829
H 11.035 7.131 14.481
H 8.759 9.975 16.833
O 7.993 8.336 9.476
S 8.315 6.869 9.306
C 7.911 6.608 7.536
C 8.841 5.486 7.125
C 10.248 5.855 7.639
C 10.112 6.683 8.921
H 8.147 7.543 7.024
H 6.842 6.397 7.451
H 8.809 5.318 6.041
H 8.500 4.545 7.585
H 10.806 6.422 6.880
H 10.857 4.966 7.838
H 10.531 7.690 8.837
H 10.530 6.236 9.827
```

A molecular structure, C20H22N3O5Pb. Source: OMol25; level of theory: ωB97M-V/def2-TZVPD.

Output
Energy relative to the best compared isomer or geometry (same formula, charge and spin) (eV): 0.3011
Frontier orbital gap (eV): 8.3
Energy (hartree): -1508.8018
Charge: -1

```
51
C20H22N3O5Pb, DFT ωB97M-V/def2-TZVPD
Pb -0.067 -0.055 0.386
C 1.631 4.354 -1.962
C 1.409 4.102 -0.475
C -0.086 4.072 -0.169
C 2.106 2.854 0.038
C 2.224 2.637 1.412
C 2.868 1.519 1.913
C 3.421 0.560 1.063
C 4.111 -0.656 1.611
C 3.288 0.761 -0.302
C 2.644 1.888 -0.804
H 1.181 5.305 -2.247
H 1.154 3.580 -2.565
H 2.691 4.388 -2.225
H 1.850 4.941 0.078
H -0.572 3.241 -0.687
H -0.563 4.994 -0.505
H -0.279 3.959 0.895
H 1.790 3.352 2.100
H 2.932 1.382 2.985
H 5.124 -0.419 1.942
H 4.182 -1.439 0.858
H 3.575 -1.065 2.468
H 3.655 0.013 -0.995
H 2.546 1.996 -1.875
O -2.540 0.532 -3.023
C -2.279 0.241 -1.879
O -1.298 0.774 -1.196
C -3.163 -0.739 -1.105
C -3.370 -0.312 0.356
C -4.594 -0.998 0.948
C -4.086 -2.451 1.101
C -2.651 -2.330 0.596
O -2.287 -0.998 1.044
C -2.609 -2.197 -0.927
C -1.200 -2.459 -1.478
O -1.075 -3.025 -2.549
O -0.235 -2.085 -0.704
H -4.113 -0.773 -1.641
H -3.279 0.753 0.543
H -5.459 -0.909 0.292
H -4.848 -0.561 1.912
H -4.654 -3.171 0.510
H -4.108 -2.769 2.142
H -1.936 -3.042 1.003
H -3.280 -2.906 -1.414
N -3.752 5.069 2.253
C -3.279 4.074 2.610
N -2.806 2.968 3.132
C -1.978 2.194 2.538
N -1.203 1.430 2.114
```

A molecular structure, C20H22N3PtSSbSe4. Source: OMol25; level of theory: ωB97M-V/def2-TZVPD.

Output
Energy relative to the best compared isomer or geometry (same formula, charge and spin) (eV): 0.8737
Frontier orbital gap (eV): 4.8
Energy (hartree): -11303.2564
Charge: -2

```
52
C20H22N3PtSSbSe4, DFT ωB97M-V/def2-TZVPD
Pt 0.621 0.445 0.007
C 0.702 0.443 4.334
C -0.040 -0.669 4.708
C -0.644 -1.418 3.707
C -0.492 -1.086 2.363
C 0.286 0.022 1.947
C 0.846 0.780 2.998
C -1.182 -1.927 1.314
C -1.979 -3.078 1.653
C -2.565 -3.785 0.656
C -2.381 -3.404 -0.700
C -2.945 -4.105 -1.801
C -2.693 -3.684 -3.072
C -1.864 -2.553 -3.307
C -1.318 -1.858 -2.271
C -1.582 -2.278 -0.942
N -1.022 -1.564 0.078
H 1.160 1.065 5.098
H -0.164 -0.937 5.750
H -1.246 -2.267 4.000
H 1.383 1.686 2.732
H -2.111 -3.374 2.682
H -3.176 -4.653 0.885
H -3.567 -4.973 -1.610
H -3.121 -4.219 -3.913
H -1.641 -2.227 -4.316
H -0.664 -1.010 -2.451
Se -0.418 5.104 -2.756
Sb -0.843 2.768 -2.170
Se 1.443 1.417 -2.182
Se -0.528 2.580 0.377
Se 1.244 0.088 -4.154
C 5.222 -1.748 -2.316
C 4.349 -0.522 -2.135
N 4.393 -0.012 -0.764
C 3.530 -0.356 0.194
S 2.316 -1.524 -0.043
N 3.649 0.256 1.389
C 4.673 1.188 1.791
C 6.014 0.534 2.097
H 5.150 -2.103 -3.344
H 4.886 -2.548 -1.654
H 6.273 -1.536 -2.098
H 3.311 -0.732 -2.399
H 4.658 0.297 -2.785
H 4.938 0.821 -0.615
H 2.929 -0.001 2.051
H 4.291 1.700 2.675
H 4.788 1.972 1.035
H 5.905 -0.198 2.898
H 6.746 1.282 2.409
H 6.405 0.014 1.221
```

C20H22N4O2 in the gas phase at a distorted geometry. Source: OMol25; level of theory: ωB97M-V/def2-TZVPD.

Output
Energy relative to the best compared isomer or geometry (same formula, charge and spin) (eV): 1.5597
Frontier orbital gap (eV): 7.6
Energy (hartree): -1144.8298
Charge: 0

```
48
C20H22N4O2, DFT ωB97M-V/def2-TZVPD
N -5.439 -2.421 0.754
C -4.457 -1.874 0.527
C -3.223 -1.253 0.249
C -2.070 -2.000 0.073
C -0.857 -1.351 -0.240
C -0.806 0.028 -0.333
N 0.340 0.688 -0.750
C 1.506 0.775 0.110
C 2.766 0.945 -0.751
O 3.926 1.186 0.001
C 4.427 0.067 0.709
C 5.837 0.427 1.180
O 6.703 0.648 0.101
N -1.936 0.764 -0.112
C -3.180 0.155 0.143
N -4.154 1.014 0.271
C -3.588 2.241 0.122
C -4.197 3.492 0.187
C -3.403 4.606 0.044
C -2.024 4.492 -0.142
C -1.399 3.264 -0.214
C -2.189 2.126 -0.105
C 0.381 -2.151 -0.547
C 0.042 -3.575 -0.972
C -0.831 -4.209 0.102
C -2.177 -3.497 0.142
H 0.127 1.578 -1.184
H 1.438 1.623 0.808
H 1.572 -0.138 0.701
H 2.651 1.824 -1.392
H 2.893 0.059 -1.390
H 3.797 -0.171 1.576
H 4.468 -0.808 0.045
H 6.259 -0.398 1.757
H 5.777 1.319 1.819
H 6.284 1.303 -0.471
H -5.260 3.561 0.352
H -3.845 5.590 0.090
H -1.427 5.388 -0.224
H -0.324 3.232 -0.323
H 1.017 -2.206 0.343
H 0.944 -1.636 -1.328
H -0.495 -3.563 -1.923
H 0.962 -4.145 -1.109
H -0.332 -4.123 1.070
H -0.987 -5.270 -0.100
H -2.732 -3.776 1.042
H -2.785 -3.825 -0.708
```

C20H22N4O4 in the gas phase. Source: OMol25; level of theory: ωB97M-V/def2-TZVPD.

Output
Energy relative to the best compared isomer or geometry (same formula, charge and spin) (eV): 2.4475
Frontier orbital gap (eV): 7.9
Energy (hartree): -1295.3105
Charge: 0

```
50
C20H22N4O4, DFT ωB97M-V/def2-TZVPD
C 1.827 2.341 5.376
C 0.428 1.869 5.010
O 0.202 1.947 3.602
C 0.681 0.936 2.859
O 1.241 -0.026 3.318
C 0.373 1.138 1.425
C -0.808 1.709 1.043
C -1.199 1.807 -0.306
C -2.413 2.455 -0.587
N -3.403 3.015 -0.755
C -0.349 1.292 -1.297
N -0.674 1.272 -2.613
C -2.000 0.883 -3.052
C -1.954 -0.603 -3.528
N -0.656 -1.202 -3.353
C -0.297 -1.780 -2.119
C -1.014 -1.606 -0.941
C -0.588 -2.171 0.251
C 0.561 -2.951 0.293
O 1.064 -3.561 1.392
C 0.547 -3.213 2.658
C 1.256 -3.171 -0.899
C 0.835 -2.600 -2.076
C 0.359 -0.453 -4.059
C 0.305 1.052 -3.657
N 0.856 0.836 -0.892
C 1.316 0.677 0.433
O 2.423 0.220 0.595
H 1.987 3.356 5.019
H 1.949 2.319 6.455
H 2.567 1.686 4.923
H 0.282 0.833 5.336
H -0.336 2.511 5.453
H -1.486 2.082 1.797
H -2.713 1.005 -2.241
H -2.303 1.543 -3.870
H -2.187 -0.648 -4.598
H -2.695 -1.202 -3.000
H -1.917 -1.013 -0.925
H -1.164 -1.985 1.144
H -0.512 -3.477 2.748
H 1.123 -3.795 3.375
H 0.690 -2.149 2.862
H 2.132 -3.798 -0.871
H 1.384 -2.803 -2.983
H 0.178 -0.553 -5.134
H 1.340 -0.871 -3.841
H 1.280 1.425 -3.342
H -0.017 1.657 -4.510
H 1.482 0.417 -1.570
```